[1]
Entry from the Open Molecules 2025 dataset: a cluster of 4 separate species, C33H63BF5IN2O9 in total at a distorted geometry (ωB97M-V/def2-TZVPD).

Geometry as XYZ:
```
114
C33H63BF5IN2O9 ωB97M-V/def2-TZVPD
H -2.9109 -6.1412 -0.6333
C -7.9547 3.2625 -4.8584
C 4.2736 -0.5633 1.6379
F -3.5978 1.9774 0.8893
H 4.6997 -0.1461 2.5480
C 8.5976 1.4431 0.9135
C -2.1905 -5.5460 -1.1975
C 2.1207 -3.7310 2.2426
C -4.1637 -2.9455 -3.2433
O -6.5985 1.4859 -5.6678
F -2.4422 1.5872 -2.3552
C -3.6346 1.5797 -0.3456
O -0.0769 0.1974 2.5857
H 2.9673 1.9867 -1.5054
O 1.2850 1.8606 3.6388
C 3.3437 -2.9799 1.6609
H -4.7930 2.0481 -4.0286
C 0.5549 2.2303 1.1438
O 4.8280 1.6938 0.9510
F -1.8144 0.2288 -0.8153
H -0.2131 0.4241 -2.9047
H -3.1496 2.4321 4.6278
C -2.2406 1.4603 -1.0426
C -0.6292 -7.5546 -1.5591
C 0.9352 3.6938 1.3887
C -1.4587 3.6047 4.3180
H 1.9184 -2.0383 -0.7659
H 1.1343 1.5562 -2.8896
H 8.8426 0.3889 0.7930
H 5.0454 -1.1060 1.0886
C -0.8129 -6.1420 -1.0607
C 1.3079 -0.1183 -1.4888
H 2.3613 -4.7694 2.4666
H -7.6955 4.3010 -5.0707
C 3.0738 -1.4835 1.9128
C -1.1440 2.4473 -0.5607
O -0.1133 -2.8678 1.9931
H -2.1894 -4.5327 -0.8072
C 3.8709 0.6642 0.7448
O 0.1103 -5.5224 -0.5756
H 3.0429 -1.3120 -1.9514
H -6.1927 -3.2052 -2.6020
H 0.8418 4.1895 3.4861
H 1.3807 0.0137 4.6502
F -4.1734 0.3491 -0.3287
H -1.7201 1.5687 4.6345
H -0.5768 -1.7704 0.2994
H 2.8291 -1.4234 2.9698
H 0.4032 -7.8615 -1.4033
H -2.9023 -1.2842 -2.8037
H -0.3762 2.4069 -1.3288
H -1.9773 4.3321 4.9449
H -1.7340 -1.6544 1.6215
H -0.5183 3.3461 4.8064
F -4.4796 2.3047 -1.0326
H 0.8417 4.3259 0.5034
C -3.9618 -1.4789 -2.9565
H -4.3133 -0.8815 -3.8006
C 7.1638 1.5921 1.4384
H -1.7321 5.1346 2.8692
H 1.8417 -3.2412 3.1772
C -6.7129 2.4038 -4.8874
H -8.4321 3.1957 -3.8795
C 0.8654 0.5027 -2.7947
H -1.2854 -8.2327 -1.0109
C -1.2213 4.1681 2.8806
H 0.4255 5.4843 2.4343
H 2.9190 0.6205 3.8957
H 2.1978 -1.2124 1.3247
H 7.0359 2.6182 1.7901
H 3.8791 0.2945 -0.2856
C -5.5807 -3.4072 -3.4826
H -5.5840 -4.4782 -3.6758
C -1.0649 -2.3405 1.1051
H 4.2259 -3.3193 2.2074
H 1.1114 -3.1512 0.3542
H -1.7582 3.5002 2.2180
H 1.5119 -2.0576 -2.4509
H 2.0067 3.6949 1.5986
H 8.7007 2.0130 -0.0085
H 2.2639 1.3558 5.3413
N -2.2285 2.3394 4.2250
H 0.4449 -0.5259 2.1987
H 9.2645 1.8731 1.6583
H 6.2601 2.1597 -0.4153
H 0.5154 -4.6344 1.1423
H -8.6535 2.9124 -5.6155
H 6.9215 0.9504 2.2863
I -1.9811 4.4535 -0.6784
H -0.8558 -7.6055 -2.6252
H -5.9999 -2.8908 -4.3477
C 0.2756 4.4123 2.5841
H -6.0020 2.6495 -2.8830
H 6.1504 0.4306 -0.1284
C 6.0968 1.4046 0.3649
H 3.4287 -3.1769 0.5910
C 1.9977 -1.4587 -1.6739
B 0.6187 1.3955 2.5413
C 1.6742 1.5178 0.2375
H -1.6653 -3.1251 0.6341
C 2.3380 2.4742 -0.7590
C 1.9891 0.8807 4.3972
H 1.3400 -0.0149 -3.6275
O -0.7790 1.9837 0.6628
H -2.4810 -5.5146 -2.2490
H -5.2635 3.7564 -4.0721
O -3.2325 -3.7197 -3.2794
N 1.0852 0.3065 -0.3078
O 2.6495 1.1148 1.2230
H 3.0138 3.1118 -0.1956
H 1.6656 3.1489 -1.2875
C -5.6230 2.7403 -3.9005
C 0.9013 -3.6189 1.3168
H -4.5036 -1.1998 -2.0540
```

Calculated values
- HOMO level: -8.5525 eV

Löwdin atomic charge list, values in e, 2 entries: 0.093 -0.026

=====

[2]
Entry from the Open Molecules 2025 dataset: a cluster of 5 separate species, C33H64BCl8FN8O4PS in total at a distorted geometry (ωB97M-V/def2-TZVPD).

Geometry as XYZ:
```
121
C33H64BCl8FN8O4PS ωB97M-V/def2-TZVPD
Cl 0.6314 6.8557 -0.9907
H 1.1721 6.8595 -4.6558
C 1.1666 -1.0975 1.4103
H -2.0038 -2.9104 1.3090
C 3.5738 -1.0522 -2.6748
N 1.2423 2.8153 -2.9612
H 1.0287 8.2195 -3.5296
H -2.6988 2.1566 2.2917
H -9.3308 -2.1006 -0.1995
H 0.1782 0.3778 5.0673
Cl -1.0435 7.1689 -3.9538
C -4.9124 -4.0606 1.7397
C 2.4960 -0.6555 -1.4588
C 1.1568 6.2633 -2.5866
C 4.1823 -5.5732 -4.1485
C -7.1264 -2.8370 2.8351
C 0.4904 -3.1466 -0.0360
H -1.1673 -4.0557 4.3189
C -1.3369 -3.1318 3.5817
H 2.8495 -6.1734 1.8248
H 2.4987 3.3348 0.5295
H 0.9005 1.5338 1.9095
H 0.8455 2.7573 -3.9438
Cl 1.9565 7.7380 -7.9992
H -9.4652 -1.7493 2.8090
C 3.7217 7.7545 -7.7591
H -0.3519 2.6565 0.3640
Cl 3.6314 7.4248 -5.0361
H 4.1400 -6.5684 -3.6965
H -0.7371 3.4167 -2.3084
H 1.6550 -0.0240 4.2492
C -3.8287 -3.1908 2.6560
C 1.9339 2.3886 0.0686
C -4.2459 6.1448 1.4101
N 1.8717 -6.0326 1.4276
N 0.0499 -1.0733 2.4081
C -1.1896 -0.2857 2.1577
C 1.8515 1.2852 1.2766
H -4.0565 -3.2963 3.8076
C 0.0381 -2.3184 3.2375
H -4.1012 0.5106 0.4120
H 1.9186 2.0035 -2.9246
H 1.0646 -3.0153 6.2250
C 2.7887 -5.1378 -4.5711
H 0.9708 -4.9975 -1.3388
H -3.2556 1.5808 -0.9062
H 2.2488 6.2017 -2.5571
H 4.2667 -0.1489 -2.9472
H 4.6147 -4.8848 -3.4158
H 2.9797 -1.4631 -3.6113
P 0.8897 -5.1054 2.5896
H 0.7625 5.2510 -2.7189
C 1.3696 -3.8873 -1.2255
H -4.5115 -4.0917 0.6201
C 1.2273 -3.2001 2.4569
N 1.3075 -2.5674 1.0864
H -6.8704 -2.8291 3.9809
H 3.9128 -4.3810 1.1856
H -2.1621 -4.7102 2.0995
H 4.2140 -1.9523 -2.2639
H -1.0203 0.7997 2.6263
C -4.4567 6.2327 2.9128
C 0.0878 2.6177 -1.9817
H 2.6237 2.0568 -0.8461
H 3.0097 -3.6680 3.9710
H -2.1833 -0.6777 2.6268
O 0.2088 -2.5586 5.9745
N 1.9982 -0.1578 0.8578
H -0.3438 -3.9045 0.2744
C 4.1568 6.8323 -6.6319
H -2.0166 -2.3801 4.2138
H 3.0446 -1.9046 3.3070
C -3.0760 2.4148 1.2095
H -4.4992 7.1010 0.9425
O 1.3941 -5.7056 4.1821
F 2.8361 -3.7802 -1.0588
H 5.2488 6.7707 -6.6025
S -1.5773 0.0409 0.3276
H 1.1037 -3.3602 -2.2626
H -4.0193 -2.0543 2.3561
H -5.0316 -5.1813 2.1192
H -3.7575 6.9348 3.3773
C 4.3165 -0.0220 0.1721
H 1.3816 -4.9348 4.8313
H 2.1032 -5.2093 -3.7215
H 4.4682 0.8974 -0.5426
C -8.5134 -2.4147 0.6012
Cl -4.2649 4.6528 3.7132
C -8.5448 -2.2346 2.2518
H 5.1256 -0.8604 -0.0881
C -7.0720 -3.1666 0.3894
Cl -2.5505 5.7979 0.9868
H 3.7625 5.8201 -6.7643
H -4.1710 2.8703 1.3430
O 5.0481 -2.6803 1.8313
B 0.4253 -1.7103 4.7530
Cl 5.3018 -5.6819 -5.5301
H 4.4447 0.2204 1.3127
H 4.1721 7.4286 -8.7012
H -2.4331 3.2959 0.7355
H 4.0287 8.7886 -7.5750
H -0.4488 1.5676 -2.0947
O 1.2489 -0.3993 -1.8605
H -4.8731 5.3693 0.9598
N 2.9657 -0.6598 -0.0268
C -2.2465 -3.5548 2.2787
H 0.5095 4.1654 -0.3646
N -6.2934 -3.3986 1.6788
C 0.4612 2.9737 -0.4211
H 2.7806 1.5135 1.9917
H -0.0755 -2.2486 -0.5824
C 3.9276 -3.4524 1.8959
H -6.6781 -3.5044 -0.6679
C 2.7850 -3.0265 2.9915
H -5.4737 6.5742 3.1264
Cl 2.7504 -3.4442 -5.1224
C -3.1112 1.1268 0.1863
N 0.9688 -0.3098 4.9826
H 2.3975 -5.7656 -5.3776
H 1.5212 -7.0314 1.3196
C 0.7217 7.1854 -3.7138
```

Calculated values
- HOMO level: -9.3253 eV
- Charge: +1

Löwdin atomic charge list, values in e, 2 entries: 0.540 0.009

=====

[3]
Entry from the Open Molecules 2025 dataset: a cluster of 3 separate species, C33H65FN6O4PS in total at a distorted geometry (ωB97M-V/def2-TZVPD).

Geometry as XYZ:
```
111
C33H65FN6O4PS ωB97M-V/def2-TZVPD
H -0.0634 1.5655 2.4480
H -2.4231 2.8046 -5.3100
H 2.6056 3.0552 -0.3753
H 0.5734 7.4790 -7.3343
H 0.4551 6.4478 -5.1963
H -2.7401 -4.2967 2.1878
H -0.2374 -6.8570 3.9130
C 5.1020 0.9070 -0.8349
C -2.3134 1.3390 0.2136
H 2.3758 1.6702 -1.4643
C 3.1727 3.3886 -2.4491
N -3.0806 -1.5084 1.7501
C 0.8025 -6.7985 3.5749
C 1.7068 -6.7645 4.8111
C -0.0819 1.9256 -0.9415
H 1.8647 -5.0409 0.9252
F -2.1409 -3.5172 5.5214
H 0.3725 5.9751 -8.2140
H 1.1551 -4.0461 3.9651
H 4.9534 2.9001 -3.6019
C 5.3060 2.2539 -1.5397
C -5.7027 -2.7009 1.9249
C -2.2975 3.6552 -4.6391
H -5.9892 -3.6825 0.0918
H 2.7446 -6.9846 4.5660
H -0.3038 2.5068 -5.9091
N 0.8863 -5.6922 2.6327
C 0.2695 -3.3447 2.1484
O -4.4117 1.2802 6.0568
N -3.3252 1.4751 5.8847
H 7.0794 0.0134 -0.6529
H 0.9819 -7.7253 3.0248
H 4.2586 0.9989 -0.1386
P -1.0794 1.6044 3.4123
C -2.7296 -0.4624 4.3020
H 4.0950 -4.8654 1.6635
H -7.4942 -3.3080 0.9613
H -2.9334 1.0567 -0.6361
H 0.5847 3.0797 -2.6141
C 0.4636 -4.4289 3.1968
H -1.7175 3.3269 -3.7729
H 1.6700 -5.8013 5.3216
C -1.3173 2.4265 -0.1921
C 0.0838 6.5040 -7.3068
C 0.7727 3.0658 -1.5391
H -1.7726 3.6117 -7.7786
O -6.0447 -1.5609 2.1326
H 2.2645 -6.6492 1.4223
H 1.5652 5.4803 -6.1254
H 2.5971 3.5584 -3.3594
H -0.9921 6.6788 -7.3373
H 0.5004 4.0187 -1.0863
H 7.1816 1.0520 1.8627
C -3.2306 -3.0334 6.1624
H -0.4180 -3.6723 1.3648
H -1.8528 3.1116 -0.8559
C 2.2745 2.7549 -1.3720
H 5.9663 -0.3855 0.6169
N -4.5017 -3.1806 2.5387
H -4.6635 -1.5510 5.9152
H -0.4908 -4.5968 3.7054
H -0.4565 1.3012 4.6295
H 4.8033 0.1340 -1.5472
H 3.8457 -5.8359 3.1025
H -0.7012 2.2892 -8.2204
C -4.1824 -2.2781 5.2645
C 6.3056 0.4424 -0.0133
H 7.7745 1.9932 0.5210
H 0.5657 1.4058 -0.2225
C -2.1071 0.0928 3.1643
C -1.6190 4.8350 -5.3160
H 6.3383 2.2677 -1.9041
H 1.0628 3.2816 -6.6401
C -1.6454 0.0508 0.7595
H -6.4288 -4.6741 1.4581
C -3.7550 -4.2331 1.8006
H -4.2473 -5.1892 1.9554
H -3.6881 -4.0309 0.7319
H -1.7436 -0.7309 0.0126
H -0.2445 3.9398 -8.5989
H -0.3299 1.1875 -1.7086
H 1.2075 -3.0478 1.6784
H 1.3777 -7.5227 5.5234
H 3.9955 1.5311 -3.0725
H -0.5802 0.1634 0.9384
C 3.3739 -5.1070 2.4464
C 6.8811 1.5183 0.9221
H 3.2003 -4.1955 3.0213
O -2.5266 0.0233 5.5275
N -0.2356 4.5624 -5.6640
H -4.9456 -2.9694 4.9152
H -0.1498 -2.4536 2.6293
C 2.0861 -5.6442 1.8099
H -1.0052 3.0316 0.6629
H -2.2269 5.1466 -6.1794
C -0.0148 3.3869 -6.4906
H 3.5650 4.3385 -2.0743
H -3.2922 3.9390 -4.2915
C 4.3911 2.5046 -2.7569
H 5.2102 3.0715 -0.8233
C 0.5097 5.7530 -6.0404
S -2.1563 3.2070 3.4857
H -1.6210 5.6788 -4.6208
H 6.1348 2.2696 1.1793
C -0.7251 3.3152 -7.8482
N -2.3023 -0.4665 1.9746
C -3.6622 -2.0472 2.7994
C -3.5165 -1.5874 4.1152
H -2.9947 1.7220 0.9780
O -3.3865 -3.2290 7.3131
C -6.4745 -3.6576 1.0714
```

Calculated values
- HOMO level: -9.6262 eV
- Charge: +1

Löwdin atomic charge list, values in e, 2 entries: -0.001 0.066

=====

[4]
Entry from the Open Molecules 2025 dataset: a cluster of 8 separate species, C33H65FNO24S in total at a distorted geometry (ωB97M-V/def2-TZVPD).

Geometry as XYZ:
```
125
C33H65FNO24S ωB97M-V/def2-TZVPD
H 6.4222 -10.4461 -5.4467
H 5.1134 -1.5699 -0.5249
O 2.2492 -0.8377 5.7672
O 0.3397 -0.7278 -8.9773
H -5.3642 3.0326 3.9503
C 4.6561 -7.9656 -6.4500
H -3.4114 -7.9265 -0.5169
H 0.1430 4.9582 -6.8356
H -2.2088 2.6670 4.2757
C -1.1402 -6.6110 -0.5683
H 2.0208 -6.0383 -0.6139
C 0.3767 5.0551 -5.7797
O 4.3972 -7.5626 -7.6924
H -0.0145 -1.1064 -10.9283
C 0.8820 0.5491 -5.7846
H -3.5952 1.5515 0.6927
O 1.1543 2.4100 0.2005
H -1.5404 5.5170 2.8678
H 1.9587 2.4196 -1.9951
C 0.0418 -0.2339 -10.2840
H 2.3262 -2.4487 3.6534
C -1.5424 3.3386 1.2109
C -3.6786 2.3664 2.7376
H 3.4436 3.3176 -2.3961
H 0.4799 1.4603 4.2940
O 5.4362 -9.0434 -6.5136
O 1.1757 3.9178 -5.4520
H -0.9119 0.2904 -10.2893
H 1.7080 -4.0722 4.0327
H 2.0566 1.5224 2.1002
H -1.8342 6.3113 1.3227
H 2.5742 -0.3867 8.3590
C 5.7946 -9.5848 -5.2392
H 4.1337 -0.1999 7.5185
C 2.5540 -4.7925 -3.1094
H 1.5934 2.8154 4.5116
H 1.1680 -6.9656 0.6399
C -2.6884 4.3295 1.4002
O 0.0844 -6.4466 -1.0605
C 1.7674 -3.0436 4.3735
C -4.6489 6.0064 9.1214
H 1.7086 1.2287 -5.9609
H -3.7263 -6.1864 -0.7226
C -2.2894 2.1388 3.3270
H -3.7629 6.6275 9.0066
C -4.0386 1.3292 1.6593
N -3.8337 3.7494 2.1970
H -3.8691 -7.2871 -2.1128
H 4.0375 -5.5540 -7.2842
O 3.2565 -2.0796 7.3613
C 3.5632 -6.4025 -7.7732
C -0.4349 1.2164 1.9464
H 2.5929 -6.5950 -7.3201
H 3.3249 1.5768 -2.7498
C 0.4464 0.2244 -8.0445
O 4.1389 -3.3996 -0.3446
O -1.9642 -6.8798 -1.5824
H -3.8965 5.5181 0.0348
H -4.7375 6.4718 4.2902
H 0.7648 -2.6372 4.4925
H -5.2728 1.2854 3.7869
H 4.9485 -2.2389 1.1098
C -3.3255 -7.0805 -1.1959
C -4.6866 2.1897 3.9040
O 2.4467 -3.0837 5.6325
H -5.5059 6.6298 9.3677
C 1.0857 -6.1522 -0.0789
H -0.3396 0.4953 2.7529
H -2.3206 5.0368 -0.5583
C -0.1378 3.3473 3.3442
H -3.5987 3.8364 -0.5194
O 0.3112 1.4052 -8.2351
H 3.4409 -6.1958 -8.8318
H 1.0924 -0.0635 -4.9127
O -5.3391 5.1929 5.8173
H 4.9076 -9.8971 -4.6918
F 0.8278 4.0312 2.6039
C -5.5929 5.8628 4.5772
H -2.2431 1.0779 3.5604
O 1.4191 0.0224 0.5558
O 2.2841 2.7452 -4.0307
O 0.7219 -0.3602 -6.8848
H 0.8513 -5.2235 0.4390
O 4.2544 -7.4451 -5.4418
H 4.0309 -1.1838 8.9968
C 4.4470 -2.0956 0.1566
C -3.1906 4.6968 0.0029
H -4.1688 2.1670 4.8585
C -5.1201 6.0059 6.8486
O -5.1208 7.2082 6.8149
H 3.5369 -1.5160 0.3034
C -2.2602 5.6477 2.0681
H 0.1023 2.7437 5.4068
H 0.8288 0.4321 -10.6326
H -4.4875 5.2746 9.9071
C 3.5192 -3.3891 -1.5269
H 6.3505 -8.8546 -4.6546
H 1.5946 -4.2804 -3.0742
H 3.1590 -4.4053 -3.9257
O 3.2441 -4.6505 -1.8595
H -0.5424 5.0596 -5.1965
H 0.9290 5.9763 -5.6036
S 1.1391 1.3155 1.1250
C 1.5648 3.8555 -4.1773
H -1.8233 2.6451 0.4225
O -4.9925 3.9280 1.6899
H -5.1155 1.2530 1.5805
C 3.5086 -0.8783 8.0956
O 3.2474 -2.4132 -2.1734
H -3.6600 0.3626 1.9880
C 0.5470 2.5331 4.4383
H -1.0500 0.7539 1.1772
H -0.0340 1.1149 -5.6258
C 2.7767 2.5137 -2.7020
H 2.3952 -5.8573 -3.2506
H -3.1451 6.1186 2.4885
H -5.7474 5.0875 3.8336
O -1.4558 -6.5310 0.5906
C 2.6144 -1.8975 6.2104
H -6.4826 6.4851 4.6484
O 1.3051 4.6571 -3.3190
H -0.7065 3.9041 0.8113
C -1.0791 2.5410 2.4383
O -4.8971 5.2559 7.9295
H -0.7424 4.1118 3.8279
```

Calculated values
- Spin multiplicity: 2
- HOMO level (spin up / spin down): -8.5696 / -9.7045 eV

Löwdin atomic charge list, values in e, 2 entries: 0.093 0.098